Molecular formula: C15H17Br2N
Method: DFT, the ωB97M-V functional and the def2-TZVPD basis

Values from the calculation:
Highest occupied orbital energy (eV): -8.86
Orbital gap (eV): 9.53
Energy above the lowest of the compared OMol25 structures with the same formula, charge and spin (kJ/mol): 179.5
LUMO energy (eV): 0.667
Largest force on an atom (eV/Å): 6.59

Positions of all 35 atoms, in Å:
Br1 0.9664 4.3257 -0.0287
Br2 2.9011 -1.1113 -3.4224
N1 0.1970 -0.0699 1.0978
C1 0.0680 1.3395 0.6814
C2 0.7670 -1.0119 -1.0707
C3 2.4086 0.4431 -2.3680
C4 -0.3173 -1.1138 0.0562
C5 1.5806 2.7460 -0.8350
C6 -0.2168 -2.4623 0.7523
C7 -1.4058 1.7614 0.4318
C8 2.9247 1.7037 -2.6609
C9 -2.8327 2.2259 2.5518
C10 -0.8508 -4.8642 0.7960
C11 -2.3556 1.3033 1.5871
C12 2.4867 2.8136 -1.8907
C13 1.0031 1.4793 -0.5181
C14 -0.8987 -3.6218 0.1277
C15 1.3914 0.3211 -1.3385
H1 0.1207 -1.3282 -1.8506
H2 1.4454 -1.7752 -0.9820
H3 -0.2206 -0.1608 2.0620
H4 0.5107 1.9751 1.4650
H5 2.9204 3.8441 -2.0609
H6 -1.4518 -3.4658 -0.8015
H7 -0.3318 -4.8738 1.7224
H8 0.8396 -2.7095 1.0708
H9 -1.8928 1.1811 -0.4103
H10 -0.6938 -2.3013 1.7808
H11 -2.4154 3.2904 2.3411
H12 -2.6022 0.3067 1.7399
H13 -1.3905 -0.9824 -0.2634
H14 -3.5673 2.0283 3.2544
H15 -1.3854 2.8754 0.1143
H16 3.6095 1.7240 -3.5599
H17 -1.3116 -5.8355 0.4289

Cartesian forces (eV/Å) of the 6 atoms listed first:
0.231 0.214 0.211
-0.219 0.915 0.576
-1.370 -0.756 0.620
0.124 -1.420 -0.763
-3.338 1.391 0.447
-1.894 0.444 1.397

=====

Molecular formula: C15H17ClN4O2
Method: DFT, the ωB97M-V functional and the def2-TZVPD basis

Values from the calculation:
Highest occupied orbital energy (eV): -8.49
Orbital gap (eV): 9.05
Energy above the lowest of the compared OMol25 structures with the same formula, charge and spin (kJ/mol): 244.5
LUMO energy (eV): 0.563
Largest force on an atom (eV/Å): 1.51

Positions of all 39 atoms, in Å:
Cl1 1.5043 3.8919 2.0699
O1 0.6131 -1.8470 2.9079
O2 1.0717 -1.7288 -0.2051
N1 0.6120 -0.8934 -2.3221
N2 -2.7162 -3.1478 -2.6025
N3 -0.5721 -3.1644 0.1754
N4 -0.7679 1.1976 -1.2532
C1 0.4995 -2.6356 0.6454
C2 1.0827 -2.8316 2.0031
C3 0.2676 -1.6954 -1.2843
C4 -0.7609 -2.6009 -1.0668
C5 1.2866 2.1923 2.3268
C6 2.1455 1.2920 1.7233
C7 -1.6258 1.4185 -0.1071
C8 1.9584 -0.0675 1.9018
C9 -1.8350 -2.9161 -1.9037
C10 -0.1688 2.4371 -1.7062
C11 0.2480 1.7447 3.1299
C12 0.0567 0.3893 3.2975
C13 0.8993 -0.5327 2.6744
C14 -1.4459 0.4857 -2.3254
C15 -0.4305 -0.3237 -3.1567
H1 -0.7499 0.0163 3.9079
H2 -0.9496 -1.1324 -3.6752
H3 -2.4973 2.0472 -0.3414
H4 -0.9194 3.1708 -2.0374
H5 2.1783 -2.8416 1.9528
H6 0.7206 -3.7778 2.4084
H7 1.3130 -0.2182 -2.0433
H8 0.0653 0.3026 -3.8989
H9 -1.9777 0.4591 0.2707
H10 2.9613 1.6487 1.1143
H11 2.6454 -0.7491 1.4275
H12 -1.0457 1.9028 0.6765
H13 -2.1556 -0.2114 -1.8761
H14 -2.0101 1.1564 -2.9917
H15 -0.4113 2.4520 3.6081
H16 0.4035 2.8718 -0.8880
H17 0.5070 2.2387 -2.5366

Cartesian forces (eV/Å) of the 6 atoms listed first:
0.017 0.181 -0.033
-0.027 0.120 0.279
0.026 0.099 -0.443
0.615 -0.140 0.253
-0.271 -0.056 -0.251
0.260 -0.214 0.722

=====

Molecular formula: C15H17CrNO4
Method: DFT, the ωB97M-V functional and the def2-TZVPD basis

Values from the calculation:
Highest occupied orbital energy (spin up / spin down) (eV): -15.43 / -15.42
Spin multiplicity: 5
Orbital gap (spin up / spin down) (eV): 7.72 / 4.91
Energy above the lowest of the compared OMol25 structures with the same formula, charge and spin (kJ/mol): 0.0
Charge: +2
LUMO energy (spin up / spin down) (eV): -7.713 / -10.510
Largest force on an atom (eV/Å): 9.33

Positions of all 38 atoms, in Å:
Cr1 0.7614 -0.1205 -1.1374
O1 3.0392 0.6681 -3.0487
O2 0.5122 -2.8182 -2.6049
O3 -2.2380 -0.3620 -1.6914
O4 1.0485 2.9414 -1.0445
N1 -1.9421 0.3614 1.6173
C1 2.3931 -1.6570 2.5641
C2 1.9088 -0.8594 3.6066
C3 0.8902 0.7496 -5.6247
C4 1.9739 -1.4380 1.2502
C5 -1.0772 -0.1847 -1.5092
C6 0.5001 0.2816 1.9842
C7 2.1630 0.3494 -2.3414
C8 -0.6676 1.1889 1.8112
C9 1.0814 -0.4239 0.9207
C10 0.9751 0.1430 3.3030
C11 -3.1159 1.2605 1.3397
C12 -2.2063 -0.5637 2.7728
C13 0.6305 -1.8570 -1.9635
C14 0.8294 -0.5906 -5.6961
C15 0.9330 1.7840 -0.9785
H1 -1.7712 -0.2142 0.7561
H2 0.5693 0.7896 4.0885
H3 -3.2274 -0.9460 2.6491
H4 -0.5470 1.8647 0.9572
H5 1.7354 -1.1858 -5.7808
H6 -0.0020 1.3683 -5.6922
H7 1.8493 1.2626 -5.6183
H8 3.0848 -2.4663 2.7921
H9 -1.4751 -1.3864 2.7669
H10 -2.1165 0.0336 3.6961
H11 -0.1183 -1.1177 -5.7814
H12 -3.0895 1.6029 0.3029
H13 -0.8288 1.7947 2.7092
H14 2.3623 -2.0563 0.4510
H15 -4.0318 0.6930 1.5055
H16 2.2700 -0.9982 4.6375
H17 -3.0565 2.1083 2.0311

Cartesian forces (eV/Å) of the 6 atoms listed first:
0.935 -0.255 2.402
-4.255 -1.502 3.453
0.471 4.126 2.817
6.185 1.016 0.937
-0.473 -5.090 0.395
0.313 0.055 -1.033

=====

Molecular formula: C15H17F6KLiMgNO7
Method: DFT, the ωB97M-V functional and the def2-TZVPD basis

Values from the calculation:
Highest occupied orbital energy (eV): -5.20
Orbital gap (eV): 1.32
LUMO energy (eV): -3.879
Largest force on an atom (eV/Å): 4.56

Positions of all 49 atoms, in Å:
K1 -2.8165 -1.8218 -1.6761
Mg1 3.9060 -4.6003 2.0592
F1 5.6112 -3.8803 1.8448
F2 6.5346 0.0268 0.7973
F3 4.3862 -2.6633 3.2600
F4 0.8291 -3.7083 -1.7130
F5 6.0730 -1.7765 2.2430
F6 0.7021 -4.1434 0.4111
O1 -1.6172 0.6145 -2.1230
O2 -3.1984 7.4441 1.8630
O3 -0.6521 5.8709 1.3302
O4 -0.5670 1.8251 -0.5701
O5 -5.8481 -0.6242 -3.7234
O6 -2.2387 4.6738 0.7931
O7 -1.2261 5.8218 -0.8047
N1 -2.2298 -1.9813 1.1893
C1 -1.4700 1.6560 -1.4010
C2 -1.4491 -2.8679 0.6264
C3 4.1273 -2.1356 1.0301
C4 4.4638 -0.9744 0.3434
C5 2.0910 -2.3737 -0.2141
C6 0.8137 -3.1091 -0.4905
C7 -1.8862 -0.6808 0.6076
C8 5.1102 -2.5511 2.1011
C9 2.4145 -1.2146 -0.9054
C10 3.5735 -0.5214 -0.6211
C11 -2.5062 2.7690 -1.5601
C12 -0.4059 -0.8479 0.2568
C13 2.9544 -2.8465 0.7423
C14 -1.3649 5.4772 0.3646
C15 -0.4546 -2.2555 -0.3624
Li1 -6.3947 1.0734 -3.2288
H1 -3.0066 2.9430 -0.6086
H2 1.7422 -0.8261 -1.6563
H3 -2.9126 -2.1899 1.8989
H4 -1.5872 -3.8805 0.9596
H5 -2.4864 7.6107 2.4882
H6 -3.2506 2.5079 -2.3154
H7 5.5126 -0.4290 0.6218
H8 -2.4774 -0.6819 -0.3063
H9 -0.2190 -0.0219 -0.4245
H10 -0.9657 -2.1769 -1.3258
H11 -2.0145 3.6908 -1.8571
H12 -3.9556 7.9166 2.2188
H13 0.1544 -0.7270 1.1750
H14 -6.0688 -0.2537 -4.5937
H15 2.6454 -3.7657 1.2694
H16 -2.1928 0.2167 1.1219
H17 3.8174 0.3917 -1.1354

Cartesian forces (eV/Å) of the 6 atoms listed first:
-2.769 -0.358 -3.599
-0.693 -3.194 1.291
1.154 0.780 0.273
1.876 1.188 0.115
0.485 -0.757 0.624
-0.173 0.123 -0.226